Below is an isolated molecule of C4H12N2O, with properties calculated with the ωB97M-V functional and the def2-TZVPD basis.

Last column: Mulliken charge in e.
Positions of all 19 atoms, in Å:
C  0.119054  -0.539516  -1.277070  -0.732
N  -0.962755  -1.147441  -2.116833  -0.576
C  -0.456733  -0.119348  0.071275  0.233
C  -1.732264  0.796901  0.029230  -1.112
N  0.509957  0.552473  0.952917  -0.317
C  1.727164  -0.031869  1.440980  -0.215
O  2.115942  0.679575  2.610435  -0.545
H  0.896927  -1.313529  -1.244501  0.408
H  0.632249  0.262000  -1.828314  0.274
H  -1.424495  -0.462619  -2.687871  0.200
H  -0.478163  -1.819925  -2.684333  0.241
H  -0.705583  -1.090270  0.516228  0.177
H  -2.385367  0.427354  0.813902  0.223
H  -2.177703  0.665604  -0.952995  0.340
H  -1.404973  1.795878  0.295143  0.360
H  0.453180  1.519985  0.682832  0.174
H  1.461383  -1.066164  1.695357  0.262
H  2.565480  0.001858  0.751655  0.286
H  1.246693  0.889051  2.931956  0.319

Forces on atoms 1 to 6 (eV/Å):
C -0.53 0.15 -1.48
N 0.91 -0.03 1.03
C 0.58 -0.54 0.77
C 1.48 -1.64 0.03
N -1.42 0.00 -0.37
C -0.39 0.20 -0.05

Properties
* total energy: -344.31881 a.u.
* HOMO-LUMO gap: 9.8008 eV
* F_max: 0.043 hartree/bohr
* energy above the lowest of the compared OMol25 structures with the same formula, charge and spin: 173.83 kJ/mol

***

Below is a cluster of 2 separate species, C6H10O in total, with properties calculated with the ωB97M-V functional and the def2-TZVPD basis.

Last column: Mulliken charge in e.
Positions of all 17 atoms, in Å:
C  0.129210  -0.368181  1.194738  -0.022
C  -1.196427  -0.321832  1.187377  -0.943
C  2.308260  0.564120  0.666524  -0.820
C  1.068935  0.263986  0.277739  0.639
C  0.530286  0.824524  -0.996396  -0.372
C  0.181984  2.071611  -1.219462  -0.625
H  0.586782  -1.037896  1.960585  0.199
H  -1.734366  -0.870963  2.013312  0.199
H  -1.948418  0.273657  0.674145  0.345
H  2.863557  1.329060  0.123572  0.288
H  2.783044  0.054609  1.501748  0.270
H  0.528374  0.031474  -1.742043  0.306
H  0.048246  2.478218  -2.216981  0.275
H  0.045979  2.896734  -0.518494  0.268
H  -1.333844  -2.499153  -1.103268  0.324
H  -2.816342  -2.557644  -0.840009  0.319
O  -2.045261  -3.132319  -0.963088  -0.650

Forces on atoms 1 to 6 (eV/Å):
C 0.49 -1.76 0.18
C -1.70 -0.56 1.94
C 0.25 -0.08 -0.27
C -0.75 1.55 0.49
C 0.51 -0.83 0.71
C -0.20 1.39 -0.79

Properties
* total energy: -309.76275 a.u.
* HOMO-LUMO gap: 9.7836 eV
* F_max: 0.051 hartree/bohr
* energy above the lowest of the compared OMol25 structures with the same formula, charge and spin: 209.04 kJ/mol

***

Below is an isolated molecule of C3H3NO2, with properties calculated with the ωB97M-V functional and the def2-TZVPD basis.

Last column: Mulliken charge in e.
Positions of all 9 atoms, in Å:
O  2.244584  -0.786241  0.460839  -0.585
C  1.092250  -0.504444  0.252952  0.422
N  0.623987  0.722185  -0.103766  -0.067
C  -0.767816  0.682816  -0.258326  -0.310
C  -1.111402  -0.583964  0.009860  -0.142
O  0.002973  -1.332490  0.324807  -0.310
H  1.368454  1.394219  -0.176452  0.219
H  -1.398779  1.516286  -0.535596  0.373
H  -2.054251  -1.108363  0.025684  0.400

Forces on atoms 1 to 6 (eV/Å):
O -0.37 -0.47 0.07
C 0.35 -0.02 0.05
N 0.17 -0.20 0.07
C 0.03 -0.21 0.06
C -0.11 0.19 -0.06
O 0.16 -0.04 0.03

Properties
* total energy: -321.35322 a.u.
* HOMO-LUMO gap: 9.6868 eV
* F_max: 0.019 hartree/bohr
* energy above the lowest of the compared OMol25 structures with the same formula, charge and spin: 64.13 kJ/mol

***

Below is a structure of composition C15H19AsBNO12P, with properties calculated with the ωB97M-V functional and the def2-TZVPD basis.

Last column: Mulliken charge in e.
Positions of all 50 atoms, in Å:
C  -0.644062  -0.844206  1.205384  -0.484
C  0.242950  -0.657222  0.405800  -0.351
As  1.586913  -0.202883  -1.146665  -0.146
C  2.212419  -2.106402  -1.113958  -0.848
N  1.304737  -3.024547  -1.772984  -0.514
O  2.922081  0.226832  0.139957  -0.543
B  2.531892  0.467382  1.399689  0.625
O  1.785686  1.587242  1.726634  -0.489
O  2.939001  -0.367644  2.460806  -0.607
P  0.840768  2.045192  -1.145174  0.430
O  1.907854  3.088807  -1.021860  -0.751
H  -1.423558  -1.020062  1.912422  0.408
H  2.562221  0.226023  -2.309020  0.139
H  0.440968  -0.540088  -2.192276  0.161
H  3.173717  -2.112998  -1.615751  0.427
H  2.328735  -2.381713  -0.074301  0.294
H  0.490570  -3.140675  -1.180610  0.350
H  0.969996  -2.605346  -2.633053  0.217
H  1.080345  1.344157  2.332764  0.246
H  2.500787  -1.219479  2.393442  0.286
H  -0.199696  2.205662  -0.211227  -0.013
H  0.150250  2.176680  -2.373723  0.037
C  1.806615  7.317871  1.386767  -0.951
C  1.343832  6.206852  0.758517  0.466
C  -0.140266  5.862664  0.771935  0.945
O  -0.505820  4.875853  0.171749  -0.496
C  -1.049095  6.739356  1.496982  -1.137
C  -0.561144  7.822203  2.110189  0.333
C  0.903764  8.180794  2.080112  1.130
O  1.208640  9.211957  2.671148  -0.695
O  -1.295456  8.688919  2.796485  -0.605
O  2.111182  5.384015  0.117699  -0.459
H  2.855408  7.576956  1.385078  0.435
H  -2.098720  6.482157  1.512772  0.428
H  -0.656722  9.360503  3.112245  0.377
H  1.594012  4.609729  -0.267719  0.311
C  -3.510836  -5.488137  -0.738429  -1.129
C  -3.871341  -6.772524  -0.635481  0.350
C  -2.929950  -7.903968  -0.965830  1.106
O  -3.368857  -9.034152  -0.820568  -0.658
C  -1.601542  -7.587408  -1.425401  -0.988
C  -1.226326  -6.299043  -1.534324  0.469
C  -2.166547  -5.163834  -1.185140  1.029
O  -1.743151  -4.033959  -1.303288  -0.509
O  -0.037923  -5.926568  -1.943740  -0.555
O  -5.068306  -7.180591  -0.239233  -0.591
H  -4.178214  -4.671776  -0.502238  0.438
H  -0.939150  -8.405285  -1.669806  0.429
H  0.016286  -4.946145  -1.926972  0.283
H  -5.031823  -8.157111  -0.258599  0.370

Forces on atoms 1 to 6 (eV/Å):
C -0.35 -0.18 0.39
C 0.13 0.11 -0.19
As 0.12 -0.27 -0.90
C -0.12 0.28 -0.13
N -0.21 -0.43 0.11
O -0.09 -0.17 -0.19

Properties
* total charge: -1
* total energy: -4142.66166 a.u.
* HOMO-LUMO gap: 5.2044 eV
* F_max: 0.018 hartree/bohr

***

Below is an isolated molecule of C4H5NOS, with properties calculated with the ωB97M-V functional and the def2-TZVPD basis.

Last column: Mulliken charge in e.
Positions of all 12 atoms, in Å:
C  1.948219  -0.720061  0.079818  -0.045
C  0.975248  0.368908  -0.504875  0.157
C  -1.424940  0.886564  -0.100894  -0.357
C  -1.167240  -0.592098  0.352442  -0.341
H  2.997759  -0.647608  -0.003963  0.464
H  -1.108654  1.764396  0.593951  0.240
H  -2.314815  1.050233  -0.744913  0.243
H  -0.879191  -0.787812  1.417906  0.220
H  -1.830379  -1.474225  -0.079195  0.203
N  -0.316055  0.085214  -0.570391  -0.042
O  1.493418  -1.627885  0.754271  -0.457
S  1.626630  1.694373  -1.194157  -0.285

Forces on atoms 1 to 6 (eV/Å):
C -3.34 -0.85 1.37
C 2.23 -0.41 -0.73
C -0.05 -0.06 1.09
C -1.77 -0.80 0.61
H 1.39 0.75 -0.71
H -0.74 -1.76 -1.21

Properties
* total energy: -683.50846 a.u.
* HOMO-LUMO gap: 8.1758 eV
* F_max: 0.072 hartree/bohr
* energy above the lowest of the compared OMol25 structures with the same formula, charge and spin: 261.11 kJ/mol

***

Below is a structure of composition C17H33BN6Si2Ti, with properties calculated with the ωB97M-V functional and the def2-TZVPD basis.

Last column: Mulliken charge in e.
Positions of all 60 atoms, in Å:
H  1.679370  -3.157973  0.255190  0.616
N  1.645641  -1.343082  -0.725107  1.531
B  2.335551  0.903281  -1.878017  0.225
N  2.372812  -0.657890  -1.632471  -0.491
C  3.211891  -1.544395  -2.171623  -0.115
Ti  -0.080182  0.507729  0.502649  -0.725
H  3.890649  -1.250095  -2.957718  0.492
C  3.086845  -2.767867  -1.492444  -1.270
H  3.633706  -3.665494  -1.591572  0.500
C  2.084570  -2.579084  -0.534852  -0.074
H  3.131221  1.286141  -2.717174  -0.015
C  -1.126165  1.935193  1.620598  -0.999
H  -1.977772  1.324498  1.988942  0.192
H  -1.537609  2.822171  1.156501  0.332
H  -0.584881  2.258218  2.519167  0.558
N  2.557387  1.498483  -0.488195  -0.179
N  0.897916  1.201094  -2.361720  -0.265
N  1.686194  1.169693  0.562709  0.365
N  -0.205800  1.022317  -1.575421  0.927
C  3.482532  2.373417  -0.085773  0.036
C  0.522223  1.724700  -3.536859  -0.058
H  4.176852  2.782715  -0.794006  0.497
H  1.268239  1.951089  -4.285249  0.479
C  3.311833  2.617923  1.287066  -1.180
C  -0.860621  1.909292  -3.525998  -1.346
C  2.185552  1.871583  1.651534  -0.265
C  -1.291800  1.456737  -2.286980  -0.396
H  3.910610  3.272816  1.894009  0.439
H  -1.470731  2.348564  -4.307360  0.463
H  1.619600  1.866950  2.558755  0.517
H  -2.277324  1.456008  -1.883064  0.372
H  0.915289  -0.987399  -0.100097  -0.108
C  -4.010951  -0.475253  2.156985  -1.186
Si  -3.616540  -0.225227  0.338377  0.654
C  -4.908973  -1.026260  -0.743989  -1.170
C  -3.828843  1.615847  0.013235  -1.432
C  -1.837214  -0.935377  0.134439  0.815
Si  -1.678312  -2.800793  0.404532  0.247
C  -3.319688  -3.684669  0.705080  -1.180
C  -0.995084  -3.628475  -1.134690  -1.151
C  -0.709886  -3.137869  1.985399  -1.084
H  -4.571189  0.410263  2.488458  0.458
H  -3.091395  -0.577771  2.743873  0.310
H  -4.639815  -1.363027  2.290192  0.377
H  -5.797641  -0.381524  -0.687237  0.393
H  -4.598881  -1.087905  -1.794761  0.358
H  -5.184073  -2.026095  -0.396322  0.365
H  -2.903858  2.171499  -0.160114  0.279
H  -4.481458  1.767234  -0.856555  0.444
H  -4.325852  2.059072  0.886321  0.421
H  -1.616740  -0.746215  -0.928150  -0.198
H  -3.919157  -3.803428  -0.204810  0.333
H  -3.059895  -4.691476  1.061755  0.400
H  -3.950165  -3.217611  1.468882  0.293
H  -0.350095  -2.989698  -1.746758  0.335
H  -0.421745  -4.518637  -0.847713  0.394
H  -1.822136  -3.963489  -1.776965  0.438
H  0.344167  -2.797949  2.028484  0.345
H  -1.257103  -2.654677  2.807121  0.320
H  -0.766494  -4.216867  2.145784  0.365

Forces on atoms 1 to 6 (eV/Å):
H -0.27 -0.68 0.25
N -0.50 0.47 1.26
B -0.76 -0.45 -0.43
N 0.00 -0.22 -0.68
C 0.18 -0.78 0.82
Ti -7.18 1.96 -0.29

Properties
* total charge: +2
* total energy: -2448.86147 a.u.
* HOMO-LUMO gap (alpha / beta): 6.5453 / 6.5443 eV
* F_max: 0.145 hartree/bohr
* energy above the lowest of the compared OMol25 structures with the same formula, charge and spin: 122.84 kJ/mol